1.
ORCA calculation (the ωB97M-V functional and the def2-TZVPD basis) on a structure of composition C39H102Cl6O16PtS11 in a non-equilibrium geometry.

Positions of all 175 atoms, in Å:
Pt: 12.034 13.968 24.006
C: 10.718 10.280 21.446
C: 11.160 11.755 21.385
O: 11.548 12.329 22.586
H: 11.482 9.668 21.926
H: 10.587 10.002 20.401
H: 9.783 10.024 21.944
H: 10.296 12.337 21.062
H: 11.915 11.760 20.599
O: 13.672 13.563 25.186
H: 14.556 13.170 25.323
C: 12.448 12.045 17.356
S: 10.874 11.144 17.039
O: 10.223 11.936 15.910
C: 11.535 9.601 16.303
H: 12.895 12.302 16.395
H: 13.244 11.480 17.842
H: 12.238 12.979 17.878
H: 10.705 8.932 16.074
H: 12.130 9.061 17.040
H: 12.077 9.740 15.368
C: 13.482 10.321 24.804
S: 14.157 8.819 25.670
O: 13.274 7.674 25.143
C: 15.649 8.637 24.648
H: 13.309 10.195 23.735
H: 14.207 11.117 24.971
H: 12.586 10.623 25.345
H: 15.432 8.505 23.588
H: 16.064 7.688 24.987
H: 16.308 9.505 24.683
C: 9.476 15.399 21.021
S: 9.238 15.834 22.812
O: 10.247 14.921 23.561
C: 9.997 17.505 22.776
H: 9.141 16.121 20.276
H: 9.000 14.444 20.799
H: 10.529 15.207 20.813
H: 11.080 17.513 22.654
H: 9.700 17.809 23.780
H: 9.378 18.186 22.192
C: 15.411 15.903 23.074
S: 13.934 16.252 22.018
O: 12.843 15.321 22.552
C: 13.641 18.040 22.500
H: 16.057 15.138 22.643
H: 15.068 15.546 24.045
H: 15.944 16.842 23.220
H: 13.143 18.217 23.453
H: 13.047 18.496 21.708
H: 14.576 18.600 22.513
C: 4.286 12.475 24.271
S: 4.913 14.102 23.667
O: 5.671 14.661 24.865
C: 6.128 13.383 22.471
H: 3.316 12.485 24.767
H: 5.099 12.020 24.837
H: 4.033 11.904 23.378
H: 5.721 12.895 21.586
H: 6.780 12.653 22.952
H: 6.805 14.179 22.160
C: 11.314 15.674 16.432
S: 11.199 15.811 18.284
O: 12.593 15.693 18.911
C: 10.747 17.628 18.360
H: 11.955 14.830 16.176
H: 11.907 16.560 16.203
H: 10.366 15.622 15.897
H: 10.856 17.928 19.402
H: 9.699 17.863 18.173
H: 11.512 18.198 17.834
C: 3.514 9.117 24.306
S: 4.984 8.663 23.234
O: 5.372 9.887 22.397
C: 6.153 8.509 24.664
H: 2.685 9.530 23.732
H: 3.739 9.760 25.156
H: 3.044 8.236 24.743
H: 6.115 9.307 25.405
H: 7.192 8.461 24.336
H: 5.912 7.607 25.226
C: 13.678 6.377 19.502
S: 14.436 7.133 21.062
O: 15.862 6.646 21.169
C: 14.517 8.865 20.491
H: 13.314 5.365 19.684
H: 14.401 6.309 18.689
H: 12.831 6.965 19.149
H: 14.826 8.964 19.450
H: 15.192 9.483 21.082
H: 13.523 9.299 20.600
C: 9.618 4.774 17.562
S: 10.583 5.156 19.118
O: 9.503 5.361 20.178
C: 11.141 3.339 19.456
H: 10.435 4.512 16.889
H: 9.126 5.628 17.097
H: 8.916 3.968 17.774
H: 11.621 3.282 20.433
H: 11.906 3.053 18.734
H: 10.354 2.596 19.324
C: 10.543 6.879 23.478
S: 11.042 5.301 24.223
O: 10.094 4.197 23.819
C: 12.532 5.038 23.166
H: 10.556 6.795 22.391
H: 11.310 7.571 23.825
H: 9.521 7.172 23.722
H: 13.221 5.882 23.203
H: 12.166 5.077 22.140
H: 13.009 4.082 23.379
C: 8.551 11.669 24.748
S: 9.391 12.495 26.131
O: 10.641 13.145 25.552
C: 8.306 13.929 26.402
H: 8.752 12.216 23.827
H: 7.497 11.608 25.017
H: 8.959 10.661 24.668
H: 7.348 13.516 26.716
H: 8.238 14.457 25.451
H: 8.581 14.692 27.131
C: 7.288 9.502 19.660
C: 7.224 8.669 18.386
O: 7.525 7.498 18.269
C: 7.045 9.519 17.142
H: 6.488 10.234 19.767
H: 8.222 10.064 19.631
H: 7.303 8.867 20.546
H: 7.791 10.287 16.938
H: 6.055 9.967 17.234
H: 7.007 8.837 16.292
C: 13.033 16.464 27.345
C: 11.882 16.476 26.309
O: 11.866 15.765 25.330
C: 10.744 17.439 26.562
H: 12.731 16.848 28.319
H: 13.974 16.955 27.100
H: 13.304 15.409 27.327
H: 10.435 17.436 27.607
H: 9.799 17.333 26.029
H: 11.176 18.395 26.265
C: 7.261 15.536 17.159
C: 7.073 14.173 17.753
O: 7.292 13.987 18.927
C: 6.631 13.106 16.899
H: 7.826 16.222 17.791
H: 6.242 15.920 17.112
H: 7.777 15.544 16.199
H: 5.574 13.319 16.742
H: 6.800 12.166 17.425
H: 7.129 13.126 15.930
Cl: 6.485 5.053 23.780
C: 7.269 5.651 22.278
C: 6.353 5.694 21.077
Cl: 5.808 3.991 20.731
H: 8.065 4.950 22.029
H: 7.793 6.607 22.268
H: 6.958 6.114 20.274
H: 5.515 6.386 21.162
Cl: 15.902 12.136 19.067
C: 15.815 13.203 20.527
C: 15.529 12.567 21.897
Cl: 16.880 11.449 22.366
H: 15.032 13.931 20.316
H: 16.742 13.773 20.590
H: 14.655 11.924 21.792
H: 15.186 13.205 22.710
Cl: 14.666 15.062 15.361
C: 15.123 15.175 17.101
C: 15.097 16.608 17.592
Cl: 16.387 17.660 16.907
H: 16.085 14.718 17.333
H: 14.444 14.556 17.686
H: 15.217 16.644 18.675
H: 14.121 16.996 17.303

Summary:
Multiplicity: 3
HOMO level (spin up / spin down) (eV): -6.41 / -6.55
E_LUMO (spin up / spin down) (eV): -0.28 / -0.28
Total charge: 0
Gap between HOMO and LUMO (spin up / spin down) (eV): 6.13 / 6.27
<S²>: 2.01

Results of the Löwdin charge analysis, in e, for atoms 1 through 99: number 1, Pt, carries 1.1925; number 2, C, carries -0.0949; number 3, C, carries -0.4499; number 4, O, carries -0.4182; number 5, H, carries 0.0469; number 6, H, carries 0.0457; number 7, H, carries 0.0546; number 8, H, carries 0.0775; number 9, H, carries 0.0727; number 10, O, carries -0.5177; number 11, H, carries -0.0542; number 12, C, carries -0.2549; number 13, S, carries 0.8204; number 14, O, carries -0.5868; number 15, C, carries -0.2455; number 16, H, carries 0.0493; number 17, H, carries 0.0212; number 18, H, carries 0.0232; number 19, H, carries 0.0417; number 20, H, carries 0.0396; number 21, H, carries 0.0606; number 22, C, carries -0.2330; number 23, S, carries 0.8832; number 24, O, carries -0.6108; number 25, C, carries -0.2681; number 26, H, carries 0.0469; number 27, H, carries 0.0177; number 28, H, carries 0.0438; number 29, H, carries 0.0235; number 30, H, carries 0.0493; number 31, H, carries 0.0282; number 32, C, carries -0.2507; number 33, S, carries 0.9466; number 34, O, carries -0.6878; number 35, C, carries -0.2215; number 36, H, carries 0.0275; number 37, H, carries 0.0286; number 38, H, carries 0.0231; number 39, H, carries 0.0277; number 40, H, carries 0.0200; number 41, H, carries 0.0572; number 42, C, carries -0.2111; number 43, S, carries 0.9046; number 44, O, carries -0.6694; number 45, C, carries -0.2298; number 46, H, carries 0.0297; number 47, H, carries 0.0458; number 48, H, carries 0.0458; number 49, H, carries 0.0508; number 50, H, carries 0.0357; number 51, H, carries 0.0479; number 52, C, carries -0.2652; number 53, S, carries 0.8641; number 54, O, carries -0.5854; number 55, C, carries -0.2361; number 56, H, carries 0.0520; number 57, H, carries 0.0406; number 58, H, carries 0.0261; number 59, H, carries 0.0578; number 60, H, carries 0.0256; number 61, H, carries 0.0167; number 62, C, carries -0.2223; number 63, S, carries 0.8320; number 64, O, carries -0.5650; number 65, C, carries -0.2182; number 66, H, carries 0.0077; number 67, H, carries 0.0308; number 68, H, carries 0.0526; number 69, H, carries 0.0309; number 70, H, carries 0.0467; number 71, H, carries 0.0514; number 72, C, carries -0.2529; number 73, S, carries 0.8649; number 74, O, carries -0.5886; number 75, C, carries -0.2633; number 76, H, carries 0.0498; number 77, H, carries 0.0367; number 78, H, carries 0.0483; number 79, H, carries 0.0406; number 80, H, carries 0.0359; number 81, H, carries 0.0308; number 82, C, carries -0.2438; number 83, S, carries 0.8264; number 84, O, carries -0.5557; number 85, C, carries -0.2611; number 86, H, carries 0.0059; number 87, H, carries 0.0546; number 88, H, carries 0.0117; number 89, H, carries 0.0453; number 90, H, carries 0.0087; number 91, H, carries 0.0323; number 92, C, carries -0.2310; number 93, S, carries 0.8614; number 94, O, carries -0.5781; number 95, C, carries -0.2006; number 96, H, carries 0.0357; number 97, H, carries 0.0338; number 98, H, carries 0.0577; number 99, H, carries 0.0360


2.
ORCA calculation (the ωB97M-V functional and the def2-TZVPD basis) on a cluster of 9 separate species, C39H102N6O15 in total in a non-equilibrium geometry.

Positions of all 162 atoms, in Å:
C: 4.400 8.277 1.301
O: 4.546 9.600 0.998
C: 5.748 9.869 0.265
C: 6.069 11.404 0.046
N: 5.209 11.959 -0.951
C: 3.780 11.763 -0.739
C: 3.055 12.701 -1.704
O: 2.035 13.541 -1.157
C: 0.832 12.832 -0.832
H: 4.680 7.528 0.561
H: 3.433 8.119 1.779
H: 5.163 7.987 2.023
H: 5.554 9.422 -0.710
H: 6.601 9.318 0.661
H: 7.069 11.389 -0.386
H: 5.961 11.971 0.971
H: 5.294 12.955 -1.096
H: 3.644 12.123 0.281
H: 3.345 10.765 -0.801
H: 2.506 12.118 -2.444
H: 3.666 13.452 -2.205
H: 0.331 12.574 -1.765
H: 0.252 13.643 -0.393
H: 0.883 12.001 -0.128
C: 8.231 -3.126 1.034
O: 7.181 -2.356 1.582
C: 6.448 -1.600 0.574
C: 5.454 -2.490 -0.259
N: 6.096 -3.332 -1.255
C: 6.852 -2.738 -2.331
C: 7.498 -3.841 -3.103
O: 8.430 -4.525 -2.225
C: 9.285 -5.371 -2.924
H: 7.950 -3.723 0.166
H: 8.794 -3.741 1.736
H: 8.916 -2.354 0.682
H: 7.062 -1.015 -0.112
H: 5.815 -0.824 1.005
H: 4.771 -1.842 -0.810
H: 4.880 -3.095 0.443
H: 6.843 -3.878 -0.849
H: 7.664 -2.067 -2.051
H: 6.293 -2.025 -2.937
H: 8.061 -3.324 -3.880
H: 6.720 -4.537 -3.417
H: 9.703 -6.163 -2.301
H: 10.031 -4.812 -3.488
H: 8.720 -5.943 -3.660
C: 4.478 3.732 -4.474
O: 3.327 4.136 -5.141
C: 2.618 5.256 -4.550
C: 1.215 5.461 -5.298
N: 0.109 4.448 -4.964
C: 0.366 3.033 -5.179
C: -1.042 2.394 -4.953
O: -1.911 2.890 -6.006
C: -2.938 2.055 -6.426
H: 5.199 4.537 -4.330
H: 5.053 3.106 -5.156
H: 4.268 3.026 -3.671
H: 3.110 6.224 -4.452
H: 2.395 4.871 -3.555
H: 1.482 5.429 -6.354
H: 0.705 6.333 -4.888
H: -0.734 4.711 -5.454
H: 1.119 2.614 -4.511
H: 0.793 2.823 -6.160
H: -1.529 2.625 -4.005
H: -1.075 1.307 -5.038
H: -3.501 1.709 -5.558
H: -2.689 1.257 -7.125
H: -3.721 2.657 -6.887
C: -8.107 2.760 -1.442
O: -8.029 1.586 -0.672
C: -7.354 1.827 0.554
C: -7.772 0.715 1.512
N: -7.192 -0.617 1.258
C: -7.446 -1.549 2.407
C: -7.278 -2.955 2.025
O: -7.722 -3.687 3.112
C: -7.548 -5.074 3.030
H: -8.607 2.505 -2.377
H: -7.118 3.055 -1.792
H: -8.644 3.545 -0.909
H: -7.461 2.806 1.022
H: -6.276 1.866 0.399
H: -8.858 0.614 1.496
H: -7.552 1.060 2.522
H: -7.819 -1.003 0.566
H: -8.516 -1.576 2.616
H: -6.827 -1.187 3.229
H: -6.328 -3.258 1.584
H: -7.875 -3.159 1.137
H: -6.644 -5.182 3.629
H: -7.483 -5.472 2.017
H: -8.346 -5.637 3.512
C: -1.103 -7.184 -5.042
O: -2.483 -6.898 -4.808
C: -2.696 -6.448 -3.463
C: -3.770 -5.312 -3.603
N: -5.046 -5.875 -3.974
C: -6.026 -4.874 -4.265
C: -7.380 -5.493 -4.564
O: -8.328 -4.471 -4.990
C: -8.179 -4.133 -6.353
H: -0.938 -7.656 -6.011
H: -0.764 -7.963 -4.359
H: -0.530 -6.262 -4.944
H: -1.825 -6.034 -2.956
H: -3.007 -7.319 -2.886
H: -3.390 -4.571 -4.307
H: -3.823 -4.727 -2.685
H: -4.801 -6.396 -4.804
H: -5.728 -4.254 -5.110
H: -6.207 -4.157 -3.464
H: -7.774 -5.902 -3.634
H: -7.368 -6.329 -5.263
H: -7.173 -3.773 -6.565
H: -8.801 -3.319 -6.726
H: -8.430 -5.046 -6.891
C: -2.259 -4.480 8.677
O: -0.873 -4.626 8.577
C: -0.143 -3.397 8.807
C: 1.186 -3.614 8.212
N: 1.889 -4.565 8.988
C: 3.131 -4.948 8.308
C: 3.796 -6.124 9.014
O: 2.959 -7.312 9.034
C: 2.717 -8.069 7.815
H: -2.431 -4.004 9.643
H: -2.734 -5.448 8.834
H: -2.678 -3.962 7.814
H: -0.142 -3.080 9.849
H: -0.670 -2.557 8.354
H: 1.715 -2.662 8.260
H: 1.235 -3.895 7.160
H: 1.174 -5.254 9.168
H: 3.765 -4.064 8.369
H: 3.189 -5.107 7.231
H: 4.071 -5.831 10.027
H: 4.665 -6.470 8.453
H: 2.492 -7.475 6.928
H: 1.838 -8.713 7.836
H: 3.572 -8.741 7.876
C: -1.315 -6.751 3.990
O: -1.569 -7.689 5.103
H: -1.363 -7.136 2.971
H: -1.975 -5.888 4.073
H: -0.275 -6.450 4.115
H: -1.670 -7.104 5.857
C: -1.194 -0.176 1.719
O: -0.298 0.824 2.184
H: -1.556 -0.613 2.650
H: -2.091 0.346 1.385
H: -0.982 -0.899 0.932
H: -0.249 1.537 1.543
C: -1.409 7.222 0.298
O: -0.700 5.960 0.050
H: -1.496 7.470 1.356
H: -0.809 7.946 -0.255
H: -2.402 7.074 -0.126
H: -0.591 5.915 -0.902

Summary:
HOMO level (eV): -8.59
E_LUMO (eV): 0.11
ΔE to the lowest compared entry with this formula, charge and spin (eV): 6.4613
SMILES: COCCNCCOC.COCCNCCOC.COCCNCCOC.COCCNCCOC.COCCNCCOC.COCCNCCOC.CO.CO.CO
Total charge: 0
Gap between HOMO and LUMO (eV): 8.71

Results of the Löwdin charge analysis, in e, for atoms 1 through 99: number 1, C, carries -0.1592; number 2, O, carries -0.2067; number 3, C, carries -0.1817; number 4, C, carries -0.1868; number 5, N, carries -0.1005; number 6, C, carries -0.2009; number 7, C, carries -0.2058; number 8, O, carries -0.2082; number 9, C, carries -0.1054; number 10, H, carries 0.0866; number 11, H, carries 0.0970; number 12, H, carries 0.0800; number 13, H, carries 0.1189; number 14, H, carries 0.1142; number 15, H, carries 0.1140; number 16, H, carries 0.1170; number 17, H, carries 0.1028; number 18, H, carries 0.1206; number 19, H, carries 0.1159; number 20, H, carries 0.1114; number 21, H, carries 0.1226; number 22, H, carries 0.0824; number 23, H, carries 0.0860; number 24, H, carries 0.0858; number 25, C, carries -0.1011; number 26, O, carries -0.1782; number 27, C, carries -0.1803; number 28, C, carries -0.1750; number 29, N, carries -0.0681; number 30, C, carries -0.2495; number 31, C, carries -0.1981; number 32, O, carries -0.2035; number 33, C, carries -0.1289; number 34, H, carries 0.0523; number 35, H, carries 0.0938; number 36, H, carries 0.0906; number 37, H, carries 0.1030; number 38, H, carries 0.1110; number 39, H, carries 0.1112; number 40, H, carries 0.1161; number 41, H, carries 0.0554; number 42, H, carries 0.1087; number 43, H, carries 0.1248; number 44, H, carries 0.1250; number 45, H, carries 0.1301; number 46, H, carries 0.0907; number 47, H, carries 0.0885; number 48, H, carries 0.0813; number 49, C, carries -0.1400; number 50, O, carries -0.2162; number 51, C, carries -0.1761; number 52, C, carries -0.1327; number 53, N, carries -0.0792; number 54, C, carries -0.2024; number 55, C, carries -0.1716; number 56, O, carries -0.2207; number 57, C, carries -0.1405; number 58, H, carries 0.0900; number 59, H, carries 0.0811; number 60, H, carries 0.0885; number 61, H, carries 0.1121; number 62, H, carries 0.1082; number 63, H, carries 0.1054; number 64, H, carries 0.1045; number 65, H, carries 0.0871; number 66, H, carries 0.1068; number 67, H, carries 0.1138; number 68, H, carries 0.1178; number 69, H, carries 0.1089; number 70, H, carries 0.0845; number 71, H, carries 0.0886; number 72, H, carries 0.0843; number 73, C, carries -0.1230; number 74, O, carries -0.1840; number 75, C, carries -0.2341; number 76, C, carries -0.2138; number 77, N, carries -0.0486; number 78, C, carries -0.2051; number 79, C, carries -0.2937; number 80, O, carries -0.1799; number 81, C, carries -0.1012; number 82, H, carries 0.0860; number 83, H, carries 0.0848; number 84, H, carries 0.0894; number 85, H, carries 0.1136; number 86, H, carries 0.1184; number 87, H, carries 0.1180; number 88, H, carries 0.1139; number 89, H, carries 0.0925; number 90, H, carries 0.1236; number 91, H, carries 0.1288; number 92, H, carries 0.1275; number 93, H, carries 0.1224; number 94, H, carries 0.0913; number 95, H, carries 0.0887; number 96, H, carries 0.0848; number 97, C, carries -0.1058; number 98, O, carries -0.2129; number 99, C, carries -0.1948